Entry 1:
The following is a quantum chemistry calculation of a cluster of 10 separate species, C25H70O12 in total at a distorted geometry, from the Open Molecules 2025 dataset.

The calculation puts the energy above the lowest of the compared OMol25 structures with the same formula, charge and spin at 22.6 kJ/mol. The calculation puts the HOMO energy at -9.5 eV. The electronic energy is -1897.2645 Eh. Its HOMO-LUMO gap is 10.0 eV. Its LUMO energy is 0.45 eV. The value obtained for the strongest force on any atom is 2.6 eV Å⁻¹. As for the multiplicity: 1.

The geometry in XYZ format:
```
107
Properties=species:S:1:pos:R:3:forces:R:3:mulliken_charge:R:1
C 3.936 1.323 -2.850 -1.3 -0.9 0.4 -1.369
C 2.835 0.543 -3.594 1.0 -0.4 -1.4 0.813
C 2.921 -0.969 -3.503 0.0 -0.3 1.2 -1.023
O 1.523 0.937 -3.254 -0.3 0.0 0.5 -0.124
H 4.881 0.783 -2.862 0.2 0.2 -0.4 0.421
H 3.630 1.334 -1.800 0.1 0.5 0.0 0.018
H 3.964 2.311 -3.302 0.4 0.2 0.4 0.380
H 3.025 0.734 -4.663 -0.4 0.2 0.0 0.242
H 2.956 -1.312 -2.461 0.1 0.1 0.0 0.006
H 3.823 -1.350 -3.979 0.0 0.1 -0.1 0.479
H 2.046 -1.475 -3.911 0.0 0.2 -0.3 0.162
H 1.327 1.818 -3.586 0.2 0.1 0.2 -0.233
C -5.125 3.470 2.912 0.7 0.6 -0.5 -1.231
C -5.308 2.180 3.659 -1.6 -1.4 1.5 0.475
C -5.159 0.857 2.889 1.8 1.3 -0.6 -0.810
O -4.493 2.081 4.851 0.4 0.2 -0.5 -0.506
H -5.982 3.751 2.297 0.0 -0.4 -0.2 0.355
H -4.229 3.438 2.283 -0.1 -0.1 -0.1 0.204
H -4.979 4.335 3.562 0.0 -0.3 0.4 0.354
H -6.331 2.137 4.058 -0.1 0.3 -0.3 0.316
H -4.165 0.937 2.423 -0.1 -0.2 -0.3 -0.161
H -5.880 0.759 2.082 -0.2 -0.2 0.2 0.410
H -5.036 -0.010 3.532 -0.7 0.0 0.2 0.335
H -5.075 2.310 5.577 0.2 0.1 0.2 0.288
C -1.274 0.020 4.361 -1.1 0.3 0.0 -0.929
C -0.716 1.116 5.264 1.5 -1.1 0.4 0.599
C -0.369 0.633 6.668 0.6 0.1 1.0 -1.534
O 0.536 1.504 4.649 -0.5 0.4 -0.1 -0.388
H -1.967 -0.652 4.876 -0.1 0.3 0.2 0.416
H -0.565 -0.656 3.888 0.5 0.5 0.1 0.334
H -1.856 0.552 3.605 0.1 -0.4 -0.3 -0.051
H -1.401 1.962 5.344 0.0 0.0 -0.3 0.178
H -0.190 1.445 7.387 -0.6 0.3 -0.2 0.408
H 0.625 0.172 6.720 -0.3 -0.6 -0.6 0.376
H -1.088 -0.051 7.119 -0.1 0.1 -0.1 0.362
H 1.120 1.815 5.345 0.0 0.2 0.0 0.222
C -2.255 -0.914 0.290 0.0 -0.2 -0.9 -1.026
C -1.386 0.109 -0.381 1.3 1.1 -0.8 0.483
C -0.320 0.756 0.513 0.2 -0.2 1.2 -0.463
O -0.692 -0.470 -1.518 -0.1 -0.3 0.5 -0.047
H -1.670 -1.811 0.504 0.0 0.1 0.3 -0.022
H -3.020 -1.191 -0.439 -0.2 -0.1 0.3 0.427
H -2.710 -0.494 1.183 0.0 -0.1 0.1 0.144
H -1.975 0.890 -0.881 -0.4 0.1 0.7 0.261
H -0.690 1.446 1.283 -0.4 0.3 -0.5 0.443
H 0.468 1.242 -0.063 -0.3 0.2 -0.2 -0.111
H 0.205 0.052 1.174 -0.1 -0.5 -0.5 0.059
H -0.100 0.222 -1.839 0.2 0.0 -0.2 -0.255
C 3.585 0.297 0.929 0.7 0.5 0.0 -0.984
C 4.121 1.418 1.824 0.4 -1.1 0.3 0.568
C 3.138 1.799 2.915 0.4 1.2 -0.2 -1.262
O 5.320 0.987 2.521 -0.2 -0.1 -0.3 -0.593
H 2.579 0.602 0.650 -0.1 -0.5 -0.3 -0.216
H 3.632 -0.673 1.429 -0.5 0.2 0.3 0.726
H 4.221 0.157 0.049 -0.2 0.2 -0.1 0.412
H 4.439 2.268 1.213 -0.4 0.1 0.0 0.184
H 3.480 2.783 3.256 -0.2 -0.1 0.5 0.377
H 3.184 1.097 3.742 -0.1 -0.1 -0.1 0.311
H 2.105 1.947 2.602 0.0 -0.3 -0.2 0.274
H 5.664 0.238 2.026 0.2 0.1 0.1 0.324
C 1.561 -2.687 0.068 -0.5 -1.0 -0.6 0.351
C 2.693 -3.703 -0.094 -1.8 -1.1 1.2 0.301
C 2.698 -4.787 1.007 0.8 0.6 0.1 -1.433
O 2.528 -4.392 -1.328 1.0 0.5 -0.4 -0.605
H 1.272 -2.435 -0.955 0.3 0.9 0.2 -0.396
H 1.866 -1.855 0.693 -0.4 0.2 -0.1 0.234
H 0.646 -3.183 0.415 0.2 0.1 0.5 -0.201
H 3.591 -3.097 0.052 0.5 -0.6 -1.1 0.450
H 1.745 -5.280 1.208 -0.2 0.4 -0.1 0.189
H 3.089 -4.325 1.920 -0.2 -0.3 0.2 0.392
H 3.380 -5.582 0.703 0.2 0.1 0.1 0.364
H 1.606 -4.681 -1.398 0.0 0.3 0.2 0.410
C 0.259 4.417 -3.557 -0.6 -0.9 -1.0 -0.612
C 0.683 4.731 -2.127 -0.7 1.3 -0.6 0.547
C -0.360 5.632 -1.452 0.1 -0.8 0.2 -1.519
O 0.909 3.551 -1.400 0.1 -0.5 -0.2 -0.284
H 0.205 3.350 -3.804 0.5 0.0 0.4 -0.261
H 0.891 4.869 -4.320 0.1 0.1 0.2 0.353
H -0.774 4.675 -3.815 0.1 0.5 0.4 0.346
H 1.577 5.360 -2.245 0.3 -0.4 0.5 0.191
H -0.111 5.657 -0.387 0.0 0.7 0.0 0.425
H -1.367 5.212 -1.505 0.1 -0.1 -0.2 0.348
H -0.367 6.602 -1.945 0.0 0.2 0.3 0.411
H 1.075 3.750 -0.473 0.0 0.2 0.0 0.184
O -0.834 -1.367 -5.953 -0.4 0.2 -0.1 -0.655
C -0.653 -0.127 -5.259 0.7 -0.6 -0.1 0.646
C -1.569 0.950 -5.808 -0.4 -1.0 0.1 -0.596
O -2.804 1.014 -5.106 -0.2 0.5 0.3 -0.560
H -0.268 -2.005 -5.502 -0.3 -0.2 0.0 0.346
H -0.842 -0.293 -4.195 -0.1 0.3 0.0 -0.034
H 0.409 0.108 -5.391 -0.1 0.6 0.1 -0.012
H -1.784 0.687 -6.847 0.3 0.4 -0.2 0.351
H -1.121 1.937 -5.714 0.0 0.0 -0.1 0.256
H -3.367 0.268 -5.323 0.2 -0.2 -0.1 0.323
O -1.458 -6.994 0.654 -0.1 0.0 -0.7 -0.536
C -1.665 -5.584 0.598 0.0 0.2 1.5 -0.495
C -1.618 -5.068 -0.812 0.9 -0.6 -0.7 -0.186
O -0.276 -5.220 -1.381 -0.6 -0.3 1.0 -0.696
H -1.914 -7.370 1.408 0.0 0.0 0.1 0.304
H -2.583 -5.272 1.110 -0.3 -0.3 -0.5 0.431
H -0.901 -5.145 1.256 0.3 0.4 -0.6 0.222
H -1.905 -4.020 -0.860 0.1 0.0 0.0 0.147
H -2.219 -5.673 -1.497 -0.6 0.2 0.4 0.336
H -0.083 -6.138 -1.131 0.4 0.2 -0.4 0.352
O -0.497 -2.795 -3.049 0.3 0.3 -0.2 -0.506
H -0.222 -1.902 -2.772 -0.5 -0.5 0.1 0.273
H -0.402 -3.330 -2.253 0.2 0.0 -0.2 0.299
```
Positions in Å, forces in eV/Å.

Entry 2:
The following is a quantum chemistry calculation of a structure of composition C25H72F2INO13S at a distorted geometry, from the Open Molecules 2025 dataset.

The calculation puts the HOMO energy at -9.7 eV. The electronic energy is -2924.0412 Eh. Its HOMO-LUMO gap is 9.0 eV. Its LUMO energy is -0.65 eV. The value obtained for the strongest force on any atom is 2.4 eV Å⁻¹. As for the multiplicity: 1.

The geometry in XYZ format:
```
115
Properties=species:S:1:pos:R:3:forces:R:3:mulliken_charge:R:1
O 4.081 -1.243 -2.341 0.3 0.8 -0.5 -0.636
S 2.951 -1.220 -1.490 0.2 -2.3 -0.6 1.204
O 2.767 -2.379 -0.696 -0.6 0.1 1.0 -0.535
F 3.152 -0.029 -0.512 -0.4 0.6 0.0 -0.239
N 1.546 -0.952 -2.331 1.0 1.2 -0.1 -0.362
I 1.938 -0.587 -4.335 -0.4 0.2 -0.1 0.230
C 0.583 -0.002 -1.695 -1.1 -0.5 0.5 -0.053
C -0.387 -0.840 -0.819 0.6 0.1 -0.7 0.400
C -1.526 -1.339 -1.696 0.3 -0.1 0.3 -0.075
F -1.915 -2.617 -1.269 -0.1 0.1 -0.1 -0.430
H -0.014 0.441 -2.486 0.1 0.1 -0.2 -0.434
H 1.068 0.806 -1.150 0.2 -0.1 0.0 0.485
H 0.180 -1.713 -0.493 -0.1 0.0 0.4 0.168
H -0.748 -0.275 0.032 0.0 0.0 0.1 0.082
H -2.374 -0.672 -1.608 -0.2 0.0 -0.1 0.097
H -1.222 -1.403 -2.740 0.0 -0.2 -0.1 0.102
C -2.975 2.305 1.763 0.2 -0.2 0.1 -0.749
C -2.668 2.329 0.282 -0.2 0.0 0.1 -0.245
O -2.845 1.042 -0.315 -0.1 0.2 0.0 -0.316
H -2.330 1.587 2.274 0.1 0.0 -0.1 0.149
H -2.827 3.290 2.208 -0.1 0.0 0.0 0.363
H -4.008 2.008 1.928 -0.1 0.1 0.0 -0.036
H -1.628 2.608 0.106 0.0 -0.1 -0.1 0.291
H -3.310 3.055 -0.229 0.1 0.1 0.0 0.356
H -3.764 0.791 -0.176 0.0 0.0 0.0 0.171
C -2.943 3.003 -5.016 -0.1 0.0 -0.2 -0.841
C -2.721 2.129 -3.801 0.1 0.1 -0.1 -0.133
O -1.765 1.110 -4.092 0.1 -0.1 0.0 -0.335
H -3.312 2.416 -5.860 -0.1 -0.1 0.1 0.279
H -3.661 3.799 -4.807 0.0 0.0 0.0 0.408
H -1.991 3.444 -5.306 -0.1 0.1 0.0 -0.088
H -3.638 1.634 -3.485 0.1 -0.1 0.0 0.379
H -2.355 2.730 -2.965 -0.1 0.1 0.1 0.160
H -0.959 1.573 -4.356 0.0 -0.1 -0.1 0.163
C 3.902 -4.454 2.992 0.0 0.1 0.0 -0.681
C 2.567 -5.149 2.793 0.1 0.1 -0.3 -0.427
O 1.652 -4.337 2.063 0.0 -0.1 0.1 -0.460
H 3.766 -3.508 3.518 0.0 0.0 0.0 -0.014
H 4.586 -5.080 3.567 0.0 0.0 0.0 0.332
H 4.364 -4.224 2.029 0.0 -0.1 0.0 0.403
H 2.096 -5.360 3.752 -0.1 0.0 0.0 0.296
H 2.710 -6.098 2.266 0.0 -0.1 0.1 0.306
H 2.046 -4.146 1.203 -0.1 0.1 0.0 0.258
C 6.253 -3.305 5.764 0.0 0.0 0.0 -0.933
C 5.028 -3.655 6.590 0.3 0.0 0.2 -0.176
O 5.247 -4.834 7.356 -0.1 0.0 0.0 -0.536
H 6.510 -4.131 5.101 0.0 0.0 0.0 0.234
H 6.082 -2.411 5.161 0.0 0.0 0.0 0.283
H 7.113 -3.125 6.414 0.0 0.1 0.0 0.379
H 4.173 -3.851 5.944 0.0 -0.1 0.0 0.170
H 4.763 -2.828 7.259 0.0 0.1 -0.1 0.278
H 5.995 -4.666 7.940 0.1 -0.1 0.0 0.269
C -8.057 2.156 0.981 0.1 0.0 0.0 -0.944
C -6.917 2.334 1.964 -0.1 0.2 -0.1 -0.224
O -5.959 3.293 1.513 -0.1 -0.1 0.0 -0.475
H -7.676 1.846 0.007 0.0 0.0 0.0 0.238
H -8.769 1.408 1.327 0.0 0.0 0.0 0.277
H -8.592 3.099 0.838 0.0 0.0 0.1 0.322
H -6.373 1.398 2.093 0.1 0.0 0.0 0.284
H -7.301 2.641 2.943 0.0 -0.1 0.0 0.256
H -6.416 4.133 1.408 0.0 0.0 0.0 0.272
C -10.208 -0.573 -2.219 0.1 0.1 0.0 -0.993
C -10.696 -0.802 -0.801 -0.1 0.2 -0.1 -0.234
O -10.669 0.396 -0.029 0.0 -0.1 0.0 -0.470
H -9.193 -0.173 -2.210 0.0 0.0 0.0 0.236
H -10.214 -1.501 -2.791 0.0 0.0 0.0 0.335
H -10.843 0.152 -2.733 0.0 0.0 0.0 0.324
H -10.052 -1.511 -0.284 0.0 0.0 0.1 0.278
H -11.713 -1.209 -0.809 0.0 -0.1 0.0 0.269
H -11.244 1.037 -0.459 0.0 0.0 0.0 0.273
C 2.005 -1.037 2.551 0.0 0.1 0.1 -0.503
C 0.916 -0.131 3.091 0.0 -0.2 0.0 -0.574
O -0.314 -0.337 2.406 -0.1 0.2 0.1 -0.427
H 2.136 -0.872 1.484 0.0 0.0 0.0 -0.010
H 2.953 -0.846 3.060 0.0 0.0 0.0 0.427
H 1.743 -2.088 2.679 0.0 0.0 0.1 0.212
H 1.174 0.918 2.943 -0.1 0.0 0.0 0.295
H 0.773 -0.297 4.164 0.1 0.1 0.0 0.331
H -0.572 -1.257 2.526 0.0 0.0 -0.1 0.270
C 1.187 5.753 -6.244 0.0 -0.1 0.0 -1.066
C -0.110 5.574 -5.477 0.2 0.0 0.1 -0.263
O -0.110 4.371 -4.711 0.1 0.0 0.1 -0.444
H 1.355 4.905 -6.908 0.0 0.0 0.0 0.264
H 1.166 6.666 -6.839 0.0 0.0 0.0 0.362
H 2.036 5.806 -5.559 0.0 0.0 0.0 0.299
H -0.954 5.503 -6.162 0.0 0.0 0.0 0.305
H -0.281 6.427 -4.812 -0.1 0.0 -0.1 0.287
H 0.625 4.420 -4.090 0.1 -0.1 0.0 0.238
C -1.634 -1.011 -8.186 0.1 0.0 -0.1 -1.227
C -0.558 -0.921 -7.122 -0.2 0.2 0.0 0.066
O 0.442 0.044 -7.461 0.1 -0.1 0.1 -0.489
H -1.197 -1.273 -9.150 0.0 0.0 0.0 0.313
H -2.380 -1.762 -7.923 0.0 0.0 0.0 0.358
H -2.141 -0.050 -8.303 0.0 0.0 0.1 0.313
H -0.042 -1.875 -7.017 0.1 0.0 0.0 0.321
H -0.999 -0.661 -6.154 0.0 -0.1 0.0 0.091
H 0.002 0.896 -7.543 0.0 0.0 0.0 0.283
C 7.894 -2.399 11.173 0.0 0.0 -0.1 -1.019
C 7.566 -3.862 10.944 0.2 0.1 0.0 -0.187
O 8.043 -4.323 9.680 -0.2 0.0 0.0 -0.491
H 7.462 -1.785 10.382 0.0 0.0 0.0 0.263
H 7.507 -2.057 12.134 0.0 0.0 0.0 0.325
H 8.975 -2.238 11.161 0.0 0.0 0.1 0.319
H 6.489 -4.018 10.939 0.0 -0.1 0.0 0.284
H 7.996 -4.478 11.741 -0.1 0.0 0.1 0.265
H 8.998 -4.209 9.664 0.0 0.0 -0.1 0.271
C 5.638 2.126 -3.292 0.0 0.0 -0.1 -0.871
C 4.546 3.057 -2.801 0.0 -0.2 0.0 -0.247
O 3.347 2.912 -3.563 0.0 0.1 0.1 -0.362
H 5.855 2.318 -4.343 0.0 0.0 0.0 0.279
H 6.554 2.259 -2.714 0.0 0.0 0.0 0.346
H 5.325 1.083 -3.203 0.0 0.0 0.1 0.166
H 4.849 4.098 -2.903 0.0 0.0 0.0 0.305
H 4.331 2.868 -1.744 0.1 0.1 0.0 0.220
H 3.063 1.996 -3.474 0.0 0.0 -0.2 0.118
```
Positions in Å, forces in eV/Å.